1.
{"formula": "C4H7NO2", "method": "ωB97M-V with the def2-TZVPD basis set", "spin_multiplicity": 1, "e_tot_ha": -361.7314, "orbital_gap_ev": 10.56, "charge": 0, "e_homo_ev": -10.16, "smiles": "C[C@H](O)C=O.C#N", "max_force_ev_per_a": 5.41, "e_above_lowest_kcal_mol": 93.8, "species": ["C", "C", "H", "H", "H", "C", "H", "H", "H", "C", "O", "N", "O", "H"], "coordinates": [[-0.89910, 0.55424, -0.92621], [0.23664, 0.29646, 0.06555], [-1.67791, 0.08999, -0.36102], [1.87433, -2.05759, -0.63470], [0.05348, 0.69820, 1.02559], [1.87459, -1.37243, -1.52943], [2.07760, 1.32506, 0.45202], [1.73601, -0.77959, 0.94664], [-1.05758, 1.61525, -1.05632], [0.67719, -1.02778, 0.81056], [0.02057, -2.01006, 1.27718], [1.82559, -0.82066, -2.53556], [1.49188, 0.97651, -0.24400], [-0.92500, 0.10966, -1.94021]], "nbo_charge": [-0.629, 0.011, 0.226, 0.253, 0.204, 0.052, 0.487, 0.124, 0.232, 0.381, -0.530, -0.300, -0.754, 0.243]}

2.
{"formula": "C20H12CaN4O7SSe", "method": "ωB97M-V with the def2-TZVPD basis set", "spin_multiplicity": 1, "e_tot_ha": -4992.2863, "orbital_gap_ev": 7.43, "charge": 0, "e_homo_ev": -8.74, "max_force_ev_per_a": 1.74, "e_above_lowest_kcal_mol": 22.5, "species": ["C", "C", "C", "H", "H", "C", "O", "C", "C", "Se", "O", "H", "H", "H", "O", "C", "H", "C", "C", "H", "O", "C", "C", "N", "H", "C", "C", "O", "H", "H", "C", "C", "H", "C", "C", "H", "O", "C", "N", "N", "C", "O", "Ca", "N", "C", "S"], "coordinates": [[-3.25919, 2.64465, -1.33095], [4.27283, 1.18065, -2.91593], [1.91324, 0.49993, -2.05488], [7.20319, 0.29325, -1.43805], [6.33861, 1.50866, -3.39034], [5.27054, -0.19907, -0.65519], [-1.55425, 1.60829, -0.09636], [3.41998, 0.59016, -2.01348], [-4.11637, 0.15766, -2.25020], [-0.36564, 1.53958, 3.18729], [2.12561, 0.47427, 0.94020], [-0.38667, -2.71700, 1.91042], [0.06879, -1.12826, 6.66988], [-0.13192, -4.29907, 3.76813], [-6.23916, 0.11592, -3.93425], [6.13369, 0.37782, -1.58366], [-4.86685, 3.43385, -2.49428], [-0.03100, -1.47144, 5.64940], [3.92217, -0.06477, -0.90075], [-2.96140, -1.93467, -1.42793], [-6.39833, 2.25674, -3.91274], [-0.02750, -2.77919, 5.32979], [-4.75101, 1.29741, -2.63453], [-0.16544, 0.79518, 4.77300], [3.87955, 1.70053, -3.77989], [-3.01234, 0.21913, -1.38867], [-0.15598, -3.23368, 3.96352], [-1.45384, -1.26471, -0.30336], [0.07965, -3.51897, 6.11383], [5.64143, -0.73287, 0.21021], [-4.32843, 2.55262, -2.17424], [-0.29995, -2.37735, 2.93330], [-2.91395, 3.60277, -0.96623], [-0.31937, -0.96970, 3.22367], [-2.54612, 1.49323, -0.90433], [-4.47341, -0.79763, -2.61587], [2.62179, -1.90956, 0.61042], [-2.43457, -1.06151, -1.02441], [-5.89382, 1.21323, -3.55248], [-0.45746, -0.01322, 2.31947], [5.64268, 1.06438, -2.69005], [1.18411, 1.23634, -2.67501], [-0.00191, 0.27770, 0.12572], [1.47765, -0.53990, -1.21839], [-0.16790, -0.50833, 4.58799], [2.51828, -0.61305, 0.01023]], "nbo_charge": [-0.299, -0.159, 0.636, 0.223, 0.223, -0.206, -0.856, -0.154, -0.109, 0.996, -1.036, 0.241, 0.233, 0.223, -0.390, -0.192, 0.247, -0.197, -0.238, 0.139, -0.388, -0.198, -0.006, -0.580, 0.238, -0.330, -0.165, -0.691, 0.222, 0.237, -0.137, -0.241, 0.229, 0.220, 0.465, 0.243, -0.909, 0.461, 0.529, -0.784, -0.190, -0.571, 1.767, -1.055, 0.072, 2.239]}

3.
{"formula": "C3H13N2O", "method": "ωB97M-V with the def2-TZVPD basis set", "spin_multiplicity": 1, "e_tot_ha": -306.5981, "orbital_gap_ev": 10.12, "charge": 1, "e_homo_ev": -13.46, "max_force_ev_per_a": 0.98, "e_above_lowest_kcal_mol": 23.6, "species": ["C", "H", "H", "H", "H", "H", "H", "N", "C", "H", "H", "N", "O", "H", "H", "H", "H", "C", "H"], "coordinates": [[1.81778, 1.43303, 0.26113], [2.36948, -0.38640, 1.19894], [0.05095, -0.81676, -2.05836], [0.58254, 2.95413, -0.49084], [0.39483, 1.91592, -2.48186], [0.81649, -0.30851, 0.64503], [-4.83740, -4.31538, 2.81522], [1.77411, -0.02268, 0.47350], [0.49706, 1.88750, -0.28848], [2.48857, 1.65812, -0.57782], [1.14382, -0.02801, -2.92026], [0.75638, -0.08746, -1.98976], [-4.28557, -3.52669, 2.78536], [-0.31433, 1.78202, 0.42820], [-0.95957, 1.13129, -1.64423], [2.11274, 1.96616, 1.15292], [1.48635, -0.29795, -1.24334], [0.11409, 1.28511, -1.65611], [-3.78837, -3.53403, 3.61691]], "nbo_charge": [-0.224, 0.410, 0.436, 0.254, 0.227, 0.365, 0.475, -0.865, -0.437, 0.181, 0.434, -0.722, -0.945, 0.227, 0.234, 0.228, 0.473, -0.219, 0.470]}

4.
{"formula": "C22H22ClMnPSe", "method": "ωB97M-V with the def2-TZVPD basis set", "spin_multiplicity": 2, "e_tot_ha": -5205.3334, "orbital_gap_ev": [7.82, 8.28], "charge": 0, "e_homo_ev": [-8.09, -7.99], "max_force_ev_per_a": 1.08, "species": ["C", "Se", "P", "H", "H", "C", "C", "H", "C", "H", "C", "C", "C", "C", "H", "H", "C", "C", "H", "C", "C", "C", "C", "C", "C", "Mn", "H", "H", "H", "C", "H", "H", "H", "C", "C", "Cl", "H", "H", "H", "H", "C", "H", "H", "H", "C", "H", "H", "C"], "coordinates": [[-1.21439, 1.56230, -3.90267], [-1.62011, 2.23145, 0.71209], [-0.32085, 0.44759, 0.39353], [2.31300, -1.53347, 0.77100], [3.58124, 3.25096, 0.97748], [1.89448, 1.98611, 0.61769], [-0.48147, 0.46990, 3.23680], [-3.82902, -2.60047, -0.80694], [-0.61136, 1.41271, -2.67036], [0.76056, -2.26800, 0.37240], [0.05274, -0.16912, 2.11534], [1.46430, -2.08304, 1.18151], [-3.24144, -2.16201, -0.00299], [3.94585, 1.82372, -0.59052], [0.26546, 1.98745, -2.40592], [4.01906, 0.29770, -2.08357], [0.48870, -1.14812, 4.70624], [0.82409, -1.33271, 2.31082], [1.61693, -2.69171, 3.74992], [2.10971, 0.32291, -1.12771], [-3.00664, -0.01067, -3.41285], [1.62919, -0.79854, -2.00339], [3.41366, 0.78061, -1.32629], [-2.36393, -0.13809, -2.17199], [-1.25211, 0.48522, -1.83214], [-1.96306, -0.72563, -0.38787], [0.91256, -1.45312, -1.51360], [4.95945, 2.15343, -0.77596], [-1.07784, 1.36200, 3.10298], [-2.91483, 0.74598, 0.59007], [-3.84301, 1.10251, 0.14462], [-3.10977, 0.42221, 1.61887], [1.30125, 2.44578, 1.40088], [1.02431, -1.79606, 3.60585], [1.34998, 0.94289, -0.13142], [-1.75976, -3.24469, 0.15746], [2.47834, -1.40194, -2.32439], [1.82646, -3.05006, 1.52893], [-3.78094, -2.25275, 0.93956], [-2.78812, 1.03139, -5.26261], [-0.26813, -0.00702, 4.51758], [-3.91534, -0.52615, -3.68923], [1.13973, -0.40676, -2.89630], [-0.77735, 2.25675, -4.61188], [3.17982, 2.43728, 0.38961], [-0.69755, 0.51556, 5.36247], [0.66255, -1.53634, 5.70134], [-2.37638, 0.86203, -4.27449]], "lowdin_spin": [0.014, 0.010, -0.061, 0.000, 0.000, -0.001, -0.006, 0.000, -0.001, -0.002, -0.021, -0.003, -0.041, 0.000, 0.000, 0.000, -0.004, -0.004, 0.000, 0.000, 0.002, 0.000, 0.000, -0.037, -0.055, 1.239, -0.001, 0.000, 0.000, -0.040, 0.000, 0.001, 0.000, 0.000, -0.004, 0.007, 0.000, 0.000, -0.006, 0.000, -0.001, 0.000, 0.000, 0.000, 0.000, 0.000, 0.000, 0.015]}

5.
{"formula": "CH3O3PS", "method": "ωB97M-V with the def2-TZVPD basis set", "spin_multiplicity": 1, "e_tot_ha": -1005.0770, "orbital_gap_ev": 9.56, "charge": 0, "e_homo_ev": -9.55, "smiles": "O=S1#[PH]O1.C=O", "max_force_ev_per_a": 1.63, "e_above_lowest_kcal_mol": 76.0, "species": ["O", "C", "H", "O", "S", "H", "P", "H", "O"], "coordinates": [[-2.52516, 0.21552, 0.56775], [2.15289, 0.32638, 0.02398], [3.26178, 0.43648, -0.04093], [-0.59528, 1.31795, -0.82620], [-0.90272, 0.28204, 0.13074], [1.57721, 1.14643, 0.60028], [-2.33662, -1.10616, -0.52080], [-2.17190, -2.01786, 0.48404], [1.53981, -0.60078, -0.41884]], "nbo_charge": [-0.908, 0.292, 0.125, -0.915, 1.279, 0.111, 0.612, -0.081, -0.515]}

6.
{"formula": "C31H24BrCl2NO2PY", "method": "ωB97M-V with the def2-TZVPD basis set", "spin_multiplicity": 1, "e_tot_ha": -5274.6897, "orbital_gap_ev": 7.30, "charge": 2, "e_homo_ev": -13.49, "max_force_ev_per_a": 0.49, "species": ["N", "C", "H", "H", "C", "C", "C", "C", "C", "Br", "H", "C", "H", "C", "C", "H", "Y", "H", "C", "C", "C", "C", "C", "H", "H", "H", "C", "C", "H", "H", "C", "C", "H", "O", "C", "C", "C", "H", "H", "O", "H", "H", "H", "C", "H", "H", "C", "Cl", "C", "H", "H", "C", "C", "C", "H", "P", "Cl", "C", "H", "C", "H", "C", "C"], "coordinates": [[2.13085, 0.20918, 0.87308], [-1.45778, 4.04251, 0.19286], [0.79129, 3.43338, 2.21816], [4.89269, 4.41737, 1.52747], [-2.45827, -2.78416, -0.03899], [-3.03293, -1.48529, 0.02000], [-4.41873, -1.35388, 0.01231], [-0.15306, 3.16229, -2.23731], [2.86471, 3.91269, 2.01694], [0.36699, 0.16033, 2.96909], [4.53211, 4.24017, -0.91244], [1.61344, 3.58010, 1.52549], [-0.14447, 5.74150, 0.40292], [2.12190, 0.22396, 2.19722], [-1.05682, -3.01912, -0.07386], [-4.77186, 4.05871, 0.88135], [-0.25065, 0.07462, 0.08912], [-1.92873, 7.24518, 1.18724], [2.46809, 3.69901, -0.72485], [4.45806, 0.36361, 2.34086], [-5.21326, -2.48373, -0.04120], [4.52247, 0.37396, 0.95096], [1.40819, 3.47494, 0.14780], [-4.23996, 6.40575, 1.42513], [0.13198, 1.43326, -5.17444], [2.32378, 3.64374, -1.79690], [0.02233, 2.28286, -4.51684], [-1.15710, 5.37080, 0.50240], [-0.40381, 5.29017, -2.12490], [-2.85880, -4.91109, -0.12430], [-2.76048, 3.56858, 0.33366], [3.72019, 4.03616, -0.22676], [5.37059, 0.41812, 2.92101], [-0.15670, -2.14383, -0.09552], [-3.45920, 5.74230, 1.07904], [-0.24404, 4.64786, -4.15566], [-0.01224, 2.12782, -3.14647], [5.80673, 1.34156, -0.45656], [6.66036, 0.57331, 0.88211], [-2.23901, -0.42499, 0.07802], [-3.00313, 2.53692, 0.10027], [3.01130, 4.01602, 3.08405], [3.16783, 0.28717, 4.07543], [3.31968, 0.28958, 0.25995], [-6.29028, -2.38025, -0.04515], [-4.86466, -0.37097, 0.05391], [-4.65895, -3.76684, -0.08713], [0.15478, 0.40454, -2.61407], [-2.15971, 6.21665, 0.94663], [3.30043, 0.28152, -0.82328], [-0.08046, 3.72830, -6.08891], [3.23761, 0.29000, 2.99783], [3.92109, 4.13994, 1.14084], [-0.27347, 4.44349, -2.78757], [-0.72404, -4.06218, -0.08286], [-0.21186, 2.91725, -0.44288], [-5.69483, -5.14081, -0.14679], [-0.09733, 3.57201, -5.01932], [5.97976, -0.41427, -0.40861], [5.81672, 0.47310, 0.20308], [-0.34152, 5.64969, -4.54955], [-3.75960, 4.42307, 0.77320], [-3.29531, -3.92163, -0.08492]], "nbo_charge": [-0.609, -0.374, 0.226, 0.237, -0.288, 0.402, -0.232, -0.446, -0.200, 0.174, 0.235, -0.236, 0.226, 0.174, 0.483, 0.233, 1.998, 0.229, -0.239, -0.105, -0.118, -0.006, -0.279, 0.239, 0.253, 0.229, -0.270, -0.220, 0.239, 0.242, -0.193, -0.190, 0.250, -0.752, -0.181, -0.184, 0.147, 0.240, 0.242, -0.903, 0.221, 0.234, 0.264, 0.077, 0.251, 0.235, -0.091, -0.010, -0.136, 0.220, 0.249, -0.255, -0.189, -0.150, 0.182, 0.745, 0.069, -0.144, 0.249, -0.644, 0.247, -0.184, -0.112]}

7.
{"formula": "C3Br4N2", "method": "ωB97M-V with the def2-TZVPD basis set", "spin_multiplicity": 1, "e_tot_ha": -10519.7141, "orbital_gap_ev": [6.82, 6.81], "charge": 0, "e_homo_ev": [-9.09, -9.09], "max_force_ev_per_a": 1.87, "species": ["C", "N", "C", "N", "Br", "Br", "Br", "C", "Br"], "coordinates": [[1.49016, 0.69892, -0.49147], [-1.20595, 0.78893, 0.08839], [-1.11596, -0.47884, 0.06508], [0.04273, -1.13788, 0.11464], [-2.61265, -1.66220, -0.01997], [2.24016, 2.22348, 0.01492], [-2.77021, 1.69480, 0.08738], [1.17281, -0.50364, 0.01806], [2.75892, -1.62357, 0.12298]], "nbo_charge": [-0.030, -0.598, 0.354, -0.546, 0.045, 0.336, 0.247, 0.071, 0.121]}

8.
{"formula": "C16H20N4O5PW", "method": "ωB97M-V with the def2-TZVPD basis set", "spin_multiplicity": 1, "e_tot_ha": -1625.1654, "orbital_gap_ev": 6.36, "charge": 1, "e_homo_ev": -11.54, "max_force_ev_per_a": 2.70, "species": ["H", "C", "H", "N", "H", "C", "C", "C", "C", "C", "P", "H", "O", "C", "O", "H", "H", "H", "W", "H", "C", "H", "H", "C", "H", "H", "C", "H", "C", "C", "N", "H", "O", "H", "O", "C", "H", "H", "N", "N", "H", "C", "C", "H", "O", "C", "H"], "coordinates": [[0.87980, -2.74265, -1.33617], [1.71745, 2.56442, 1.10059], [0.76982, 3.19804, 2.91900], [-0.31916, -0.76934, 6.57953], [-0.69184, -3.56512, -1.14260], [2.09081, -1.61243, 0.68294], [0.80627, -2.42711, 1.07106], [-1.64815, -2.12939, 0.77819], [4.05001, 1.98783, 1.28952], [2.81840, 2.67753, 3.23295], [0.22312, 2.56852, 0.05088], [-1.85754, 3.77652, 0.24019], [-1.96156, 0.03620, -0.21257], [-1.01708, 3.60244, 0.91432], [3.17913, -1.94251, 1.05215], [4.89856, 2.17706, 3.25027], [-1.61830, -2.02096, 1.86839], [1.00401, -3.50168, 0.97740], [-0.01289, 0.15987, 0.13605], [-0.22664, 0.09754, -2.88992], [1.67947, 2.84298, 2.46357], [-0.17677, 3.62855, -2.09051], [1.51325, 3.12354, -1.92507], [-2.60321, -1.00775, 0.24492], [-1.83177, -1.50637, -2.07047], [2.92533, 1.82685, -0.52370], [0.66997, 3.57459, -1.40704], [4.97891, 1.68325, 0.83040], [2.90135, 2.09285, 0.52734], [-0.27168, -0.22305, 5.57151], [-0.21342, 0.44182, 4.46412], [-0.57608, -2.11939, -3.18395], [-0.04889, -0.42061, -2.08884], [2.77714, 2.87839, 4.29126], [-3.79193, -1.14259, 0.25575], [4.00868, 2.27509, 2.64697], [0.94314, 4.58288, -1.09661], [-2.09609, -3.10268, 0.54965], [-0.30054, -1.97072, 0.21877], [-0.13737, 0.33906, 2.05971], [0.60235, -2.21312, 2.12649], [-0.18441, -2.59199, -1.11638], [-0.17990, 0.29919, 3.25526], [-0.59687, 4.56604, 1.21012], [1.81955, -0.57313, -0.06091], [-0.75128, -1.67224, -2.19823], [-1.38622, 3.07085, 1.79377]], "nbo_charge": [0.237, -0.374, 0.224, -0.306, 0.239, 0.777, -0.347, -0.354, -0.211, -0.186, 1.005, 0.263, -0.699, -0.923, -0.512, 0.235, 0.256, 0.249, 1.601, 0.528, -0.204, 0.252, 0.250, 0.774, 0.205, 0.208, -0.928, 0.235, -0.128, 0.395, -0.543, 0.225, -0.705, 0.234, -0.510, -0.163, 0.263, 0.245, -0.477, -0.730, 0.254, -0.257, 0.686, 0.260, -0.708, -0.094, 0.256]}